1.
This record from the Open Molecules 2025 dataset describes C59H66N5O3SSiSn as an isolated structure. The level of theory is ωB97M-V/def2-TZVPD.

- LUMO level: 1.68 eV
- Highest occupied orbital energy: -3.75 eV
- Net charge: -1

Atoms and positions in Å:
Sn  -0.3142  0.6117  -0.4159
C  -4.3966  -0.6724  -0.8159
C  -3.5313  -1.7746  -0.2117
C  -4.1973  -2.3787  1.0288
C  -3.1832  -2.8681  -1.1968
C  -4.2058  -3.5243  -1.8728
C  -3.9408  -4.5926  -2.7115
C  -2.6283  -5.0148  -2.8570
C  -1.5807  -4.3882  -2.1930
C  -0.1756  -4.9286  -2.3683
C  0.1885  -5.1610  -3.8368
C  0.0118  -6.2240  -1.5715
C  -1.8529  -3.2849  -1.3566
N  -0.8081  -2.5590  -0.7600
C  -0.1865  -3.1354  0.2438
O  -0.5029  -4.1595  0.8879
C  1.1129  -2.4614  0.6697
C  2.0033  -3.2072  1.4357
C  3.2242  -2.6545  1.7814
C  3.5273  -1.3687  1.3669
C  2.5768  -0.6807  0.6293
N  1.4092  -1.2163  0.2846
C  2.8731  0.7351  0.1805
O  4.0485  1.1054  0.2193
N  1.8216  1.4682  -0.2107
C  2.1017  2.8143  -0.6000
C  2.2310  3.1209  -1.9638
C  2.4020  4.4496  -2.3380
C  2.4749  5.4578  -1.3929
C  2.4039  5.1394  -0.0486
C  2.2226  3.8264  0.3711
C  2.2271  3.5174  1.8581
C  1.3296  4.4602  2.6600
C  3.6549  3.5583  2.4159
C  2.3259  2.0122  -2.9938
C  3.7867  1.5604  -3.0997
C  1.7910  2.3836  -4.3703
H  -4.7643  -0.0125  -0.0312
H  -5.2609  -1.0768  -1.3460
H  -3.8192  -0.0610  -1.5131
H  -2.5937  -1.3153  0.1068
H  -5.1731  -2.8021  0.7763
H  -4.3471  -1.6177  1.7999
H  -3.5812  -3.1801  1.4411
H  -5.2318  -3.2052  -1.7249
H  -4.7445  -5.1016  -3.2296
H  -2.4165  -5.8690  -3.4901
H  0.5149  -4.1828  -1.9705
H  -0.3696  -6.0009  -4.2567
H  1.2513  -5.3962  -3.9266
H  -0.0152  -4.2787  -4.4461
H  -0.6390  -7.0080  -1.9702
H  -0.2315  -6.0651  -0.5221
H  1.0459  -6.5720  -1.6467
H  1.7071  -4.2043  1.7268
H  3.9356  -3.2226  2.3686
H  4.4625  -0.8782  1.5945
H  2.4914  4.6995  -3.3874
H  2.6049  6.4878  -1.7026
H  2.4929  5.9286  0.6882
H  1.8409  2.5030  1.9783
H  1.6909  5.4893  2.6208
H  1.3153  4.1603  3.7112
H  0.3037  4.4508  2.2859
H  4.0554  4.5731  2.3325
H  4.3035  2.8833  1.8659
H  3.6614  3.2762  3.4723
H  1.7413  1.1640  -2.6346
H  4.3970  2.3743  -3.5029
H  3.8693  0.7023  -3.7688
H  4.1898  1.2879  -2.1232
H  2.3640  3.1954  -4.8259
H  0.7476  2.6764  -4.3216
H  1.8738  1.5184  -5.0321
O  -1.0066  0.8547  -3.0551
S  -1.7914  -0.1684  -3.8140
C  -0.7483  -0.6318  -5.2150
C  0.6141  -1.1469  -4.8070
C  0.9388  -1.5355  -3.5110
C  2.2156  -2.0019  -3.2230
C  3.1734  -2.0994  -4.2192
C  2.8499  -1.7303  -5.5184
C  1.5812  -1.2539  -5.8052
C  -3.0804  0.7523  -4.7478
C  -2.6132  2.0596  -5.2986
C  -2.3356  2.2109  -6.6544
C  -1.8562  3.4161  -7.1475
C  -1.6489  4.4839  -6.2861
C  -1.9334  4.3450  -4.9348
C  -2.4105  3.1406  -4.4433
H  -0.6460  0.2459  -5.8572
H  -1.3064  -1.4071  -5.7499
H  0.2107  -1.5129  -2.7055
H  2.4520  -2.2900  -2.2061
H  4.1681  -2.4569  -3.9856
H  3.5887  -1.8024  -6.3067
H  1.3345  -0.9565  -6.8191
H  -3.8695  0.8901  -4.0073
H  -3.4347  0.0645  -5.5173
H  -2.5069  1.3808  -7.3312
H  -1.6483  3.5212  -8.2046
H  -1.2590  5.4200  -6.6646
H  -1.7665  5.1698  -4.2538
H  -2.6182  3.0345  -3.3867
C  -3.8127  3.2632  -0.7347
Si  -2.1381  3.0149  0.1733
C  -1.2375  4.6289  -0.3125
C  -2.7242  3.2802  1.9783
C  -2.2732  4.2988  2.8220
C  -2.6823  4.3889  4.1489
C  -3.5648  3.4554  4.6738
C  -4.0400  2.4372  3.8541
C  -3.6203  2.3568  2.5353
H  -4.1027  4.3161  -0.6661
H  -4.6141  2.6718  -0.2896
H  -3.7658  2.9968  -1.7935
H  -1.6954  5.5268  0.1176
H  -1.2826  4.7282  -1.4025
H  -0.1778  4.6219  -0.0507
H  -1.5958  5.0520  2.4334
H  -2.3132  5.1941  4.7743
H  -3.8851  3.5217  5.7063
H  -4.7295  1.7006  4.2509
H  -3.9903  1.5424  1.9176
N  -2.3124  -0.0674  7.2006
C  -1.9313  0.0179  6.1203
C  -1.4545  0.1214  4.7646
C  -1.5948  -0.9500  3.8904
C  -1.1577  -0.7922  2.5866
N  -0.6239  0.3459  2.1417
C  -0.4739  1.3596  2.9924
C  -0.8672  1.2966  4.3154
H  -2.0336  -1.8840  4.2105
H  -1.2393  -1.6092  1.8783
H  -0.0387  2.2646  2.5906
H  -0.7523  2.1519  4.9641

=====

2.
This record from the Open Molecules 2025 dataset describes a 2-piece molecular cluster, C5H9NO overall. The level of theory is ωB97M-V/def2-TZVPD.

- LUMO level: 0.76 eV
- Energy above the lowest of the compared OMol25 structures with the same formula, charge and spin: 128.6 kcal per mole
- Highest occupied orbital energy: -7.83 eV
- Net charge: 0

Atoms and positions in Å:
C  0.8224  0.3115  -1.8743
N  0.6480  0.0366  -0.6154
C  1.1016  -0.2475  0.5861
C  -0.2059  -0.8248  0.2020
C  -1.5164  -0.2881  0.7227
O  -2.4325  -1.0595  0.9109
C  -1.5829  1.1715  1.1106
H  2.3480  -1.5135  -1.3702
H  1.6868  0.8947  -2.1660
H  0.0716  0.0010  -2.5883
H  2.3771  -1.5034  -0.6104
H  1.5802  0.3176  1.3683
H  -0.2627  -1.8717  -0.1146
H  -2.6203  1.4370  1.3198
H  -0.9838  1.3375  2.0139
H  -1.1747  1.8134  0.3238

=====

3.
This record from the Open Molecules 2025 dataset describes C10H17F6N3O6S2 as an isolated structure at a distorted geometry. The level of theory is ωB97M-V/def2-TZVPD.

- LUMO level: -0.82 eV
- Highest occupied orbital energy: -8.32 eV
- Net charge: 0

Atoms and positions in Å:
C  1.8379  2.2710  1.4012
C  0.5503  1.5748  1.0061
O  -0.1761  2.0829  0.2877
O  0.1950  0.3400  1.5318
C  -0.0598  -0.6608  0.5511
C  1.0033  -1.7585  0.5382
N  2.3881  -1.2179  0.5788
C  3.0419  -1.1290  -0.7765
C  4.2601  -0.1969  -0.5904
N  5.1821  -0.6218  0.4509
C  4.5395  -1.0784  1.6679
C  3.3433  -2.0271  1.4020
H  1.6448  2.8773  2.2856
H  2.1398  2.9222  0.5899
H  2.6739  1.5997  1.6210
H  -1.0084  -1.1362  0.8007
H  -0.2088  -0.2464  -0.4461
H  0.8514  -2.4271  1.3810
H  0.8878  -2.3291  -0.3819
H  2.4475  -0.2696  0.9645
H  3.3062  -2.1179  -1.1326
H  2.3217  -0.6583  -1.4471
H  4.7909  -0.1831  -1.5390
H  3.8673  0.7998  -0.3722
H  5.8827  -1.2669  0.1131
H  5.2308  -1.5630  2.3508
H  4.1606  -0.2052  2.2178
H  3.7555  -2.8439  0.8169
H  2.8864  -2.4051  2.3115
C  -5.7656  2.0549  -3.2299
F  -6.3045  1.9939  -4.4529
F  -4.6636  2.8244  -3.3077
F  -6.6369  2.6931  -2.4312
S  -5.3734  0.3775  -2.5981
O  -4.4115  -0.1455  -3.5269
O  -6.6344  -0.3014  -2.5567
N  -4.7904  0.8422  -1.1940
S  -4.3067  -0.3083  -0.2261
O  -3.1125  -1.0124  -0.6299
O  -5.3328  -1.1147  0.3649
C  -3.7259  0.7773  1.1287
F  -4.7037  1.5375  1.6417
F  -2.7624  1.6034  0.6939
F  -3.2115  0.0526  2.1416